1.
Here is a single C2H2 molecule at a distorted geometry from OMol25. Energies are from ωB97M-V with the def2-TZVPD basis set.

```
4
C2H2 ωB97M-V with the def2-TZVPD basis set
C -0.585 -0.033 -0.003
C 0.601 -0.075 0.000
H -1.680 0.008 0.004
H 1.664 0.099 -0.001
```

Summary:
LUMO level: 1.355 eV
SMILES: C#C
total energy: -2104.04695 eV
max |F|: 0.0428 hartree/bohr
2S+1: 1
Kohn-Sham gap: 12.160 eV
energy relative to the best compared isomer or geometry (same formula, charge and spin): 0.028 eV
HOMO level: -10.81 eV

2.
Here is a single C2H2 molecule at a distorted geometry from OMol25. Energies are from ωB97M-V with the def2-TZVPD basis set.

```
4
C2H2 ωB97M-V with the def2-TZVPD basis set
C -0.623 0.033 -0.022
C 0.607 -0.074 0.004
H -1.643 0.010 0.085
H 1.734 0.236 0.023
```

Summary:
LUMO level: 1.343 eV
SMILES: C#C
total energy: -2103.72130 eV
max |F|: 0.1019 hartree/bohr
2S+1: 1
Kohn-Sham gap: 11.953 eV
energy relative to the best compared isomer or geometry (same formula, charge and spin): 0.354 eV
HOMO level: -10.61 eV

3.
Here is 8 unconnected molecules or ions with the total composition C2H23N2O7 at a distorted geometry from OMol25. Energies are from ωB97M-V with the def2-TZVPD basis set.

```
34
C2H23N2O7 ωB97M-V with the def2-TZVPD basis set
N 0.203 -0.774 0.220
C -0.330 -1.085 -1.157
C -1.854 -1.249 -1.257
N -2.094 -1.246 -2.693
H -0.370 -0.176 0.810
H 0.166 -1.706 0.670
H 1.120 -0.367 0.070
H -0.090 -0.291 -1.865
H 0.367 -1.845 -1.549
H -2.123 -2.214 -0.787
H -2.423 -0.517 -0.699
H -2.389 -2.166 -2.998
H -2.748 -0.635 -3.164
H -1.749 -0.575 2.265
H -3.073 -1.389 1.865
O -2.162 -1.196 1.606
H 1.678 0.415 -3.147
H 2.760 1.415 -3.599
O 1.917 1.348 -3.119
H 1.896 2.665 -1.635
H 2.572 3.738 -0.894
O 1.832 3.145 -0.788
H 0.719 2.247 0.384
H -0.565 2.368 -0.174
O -0.194 1.968 0.633
H 3.215 1.439 0.548
H 3.573 0.147 1.101
O 2.827 0.566 0.651
H -1.638 1.407 2.892
H -0.176 0.946 2.957
O -1.080 0.669 3.158
H -0.767 -3.203 2.183
H 0.642 -2.963 2.867
O 0.146 -2.863 2.059
```

Summary:
LUMO level: -2.618 eV
total energy: -19754.68282 eV
max |F|: 0.0373 hartree/bohr
2S+1: 1
Kohn-Sham gap: 9.803 eV
total charge: +1
HOMO level: -12.42 eV

4.
Here is 10 unconnected molecules or ions with the total composition C2H23O10 at a distorted geometry from OMol25. Energies are from ωB97M-V with the def2-TZVPD basis set.

```
35
C2H23O10 ωB97M-V with the def2-TZVPD basis set
C 0.823 1.159 -0.228
C 1.678 -0.046 0.205
O 0.731 -1.122 0.224
H 1.468 2.068 -0.382
H 0.152 1.547 0.521
H 0.354 0.883 -1.199
H 1.987 -0.049 1.220
H 2.422 -0.429 -0.460
O -1.801 3.821 1.464
H -2.151 2.953 1.759
H -1.076 4.097 2.003
O 0.715 0.641 3.641
H -0.038 0.029 3.739
H 0.901 0.735 2.687
O -1.440 -0.217 1.466
H -2.190 -0.069 0.858
H -0.646 -0.314 0.915
O -1.436 -1.595 -1.338
H -0.677 -1.253 -0.917
H -1.915 -0.913 -1.769
O 1.009 -0.830 -2.803
H 1.371 -1.586 -3.221
H 1.459 -0.732 -1.927
O 1.766 -3.459 -0.461
H 1.094 -3.979 -0.067
H 1.419 -2.546 -0.260
O 0.841 -2.401 2.815
H 0.662 -3.215 2.365
H 0.787 -1.849 2.019
O -2.065 2.510 -0.978
H -1.280 2.109 -1.381
H -1.667 2.832 -0.149
O -1.053 0.702 -3.602
H -0.293 0.132 -3.443
H -1.914 0.380 -3.319
```

Summary:
LUMO level: 2.937 eV
total energy: -22923.58070 eV
max |F|: 0.0776 hartree/bohr
2S+1: 1
Kohn-Sham gap: 8.522 eV
energy relative to the best compared isomer or geometry (same formula, charge and spin): 1.646 eV
total charge: -1
HOMO level: -5.58 eV

5.
Here is 11 unconnected molecules or ions with the total composition C2H25O11 at a distorted geometry from OMol25. Energies are from ωB97M-V with the def2-TZVPD basis set.

```
38
C2H25O11 ωB97M-V with the def2-TZVPD basis set
O -0.232 -0.183 0.137
H -1.089 -0.331 -0.395
H 0.502 -0.185 -0.589
H -0.201 0.573 0.607
C -0.897 2.323 2.023
O 0.294 1.621 2.027
H -1.271 2.322 3.162
H -1.599 1.505 1.432
H -0.727 3.223 1.697
C 2.631 0.905 -1.441
O 1.567 0.038 -1.817
H 3.241 0.731 -2.362
H 3.141 0.564 -0.564
H 2.512 1.815 -1.711
O 2.112 3.207 0.878
H 1.364 2.630 1.208
H 2.662 2.977 1.526
O 0.003 -2.099 -2.563
H 0.449 -2.985 -2.249
H 0.696 -1.360 -2.484
O 3.490 -2.068 -1.074
H 3.396 -1.931 -0.102
H 2.826 -1.398 -1.586
O -0.686 1.741 -2.395
H 0.237 1.697 -2.226
H -0.666 2.618 -1.882
O -2.343 -1.630 2.201
H -3.216 -1.430 2.027
H -2.206 -2.269 1.574
O -0.447 -0.229 4.031
H -0.392 0.427 3.295
H -1.108 -0.816 3.668
O -1.694 -3.440 0.016
H -2.286 -4.232 -0.161
H -1.931 -2.894 -0.639
O -2.516 -0.618 -1.422
H -2.483 -0.772 -2.339
H -3.133 -0.047 -1.509
```

Summary:
LUMO level: 2.184 eV
total energy: -24998.27577 eV
max |F|: 0.1901 hartree/bohr
2S+1: 1
Kohn-Sham gap: 6.800 eV
energy relative to the best compared isomer or geometry (same formula, charge and spin): 6.112 eV
total charge: -1
HOMO level: -4.62 eV

6.
Here is a molecular structure, C2H26CdF6NO17S2 at a distorted geometry from OMol25. Energies are from ωB97M-V with the def2-TZVPD basis set.

```
55
C2H26CdF6NO17S2 ωB97M-V with the def2-TZVPD basis set
Cd 1.328 -1.638 -1.476
C 0.423 2.447 -0.853
F -0.390 3.459 -0.613
F 0.745 2.521 -2.132
F 1.479 2.527 -0.066
S -0.622 0.902 -0.507
O -1.501 1.373 0.539
O -1.238 0.570 -1.747
N 0.558 -0.334 -0.096
S 0.779 -0.379 1.491
O 1.960 -1.197 1.671
O 0.756 0.850 2.229
C -0.619 -1.451 2.215
F -1.823 -1.044 1.861
F -0.454 -2.696 1.792
F -0.505 -1.356 3.522
O 3.414 1.736 -3.700
H 3.566 2.637 -3.277
H 3.797 1.818 -4.581
O 1.557 5.394 0.497
H 0.642 5.302 0.797
H 2.088 5.132 1.257
O 1.684 -0.210 -3.073
H 1.541 -0.527 -3.974
H 2.316 0.571 -3.184
O -1.362 3.634 2.338
H -2.191 3.445 2.789
H -1.113 2.801 1.911
O -0.630 -2.187 -2.378
H -0.970 -2.095 -3.280
H -1.197 -2.858 -1.972
O 3.373 -1.062 -0.917
H 3.768 -0.336 -0.412
H 4.054 -1.749 -0.935
O 1.068 -3.434 -0.350
H 1.553 -3.826 0.394
H 0.292 -3.999 -0.466
O -4.615 -2.659 2.622
H -4.147 -1.880 2.940
H -5.544 -2.468 2.789
O -0.570 -3.753 5.994
H 0.273 -3.372 6.264
H -1.131 -2.992 5.806
O 3.762 4.033 -2.312
H 3.107 4.538 -2.815
H 3.488 4.136 -1.392
O -4.403 0.289 -0.444
H -4.345 1.026 -1.065
H -3.903 0.584 0.324
O -1.220 -6.136 2.323
H -1.310 -5.195 2.141
H -0.672 -6.182 3.117
O -2.395 2.095 -3.684
H -2.872 1.663 -4.402
H -1.627 1.534 -3.521
```

Summary:
LUMO level: -4.091 eV
total energy: -81326.30148 eV
max |F|: 0.1061 hartree/bohr
2S+1: 1
Kohn-Sham gap: 8.981 eV
energy relative to the best compared isomer or geometry (same formula, charge and spin): 0.000 eV
total charge: +1
HOMO level: -13.07 eV

7.
Here is 11 unconnected molecules or ions with the total composition C2H28N2O10 at a distorted geometry from OMol25. Energies are from ωB97M-V with the def2-TZVPD basis set.

```
42
C2H28N2O10 ωB97M-V with the def2-TZVPD basis set
N 1.274 -0.888 -1.654
C 0.495 -1.301 -0.498
C 1.208 -2.500 0.194
N 2.646 -2.327 0.193
H 1.319 -1.404 -2.526
H 0.959 0.027 -1.976
H -0.548 -1.500 -0.763
H 0.462 -0.441 0.216
H 0.857 -2.553 1.229
H 0.818 -3.399 -0.320
H 3.081 -2.732 1.010
H 3.081 -2.872 -0.556
O 1.604 2.369 -0.785
H 2.000 1.454 -0.738
H 2.103 3.053 -1.245
O -0.835 2.370 -1.678
H -1.394 2.366 -0.877
H 0.140 2.260 -1.507
O -2.602 -3.126 -2.617
H -2.531 -2.404 -3.255
H -1.962 -2.720 -2.020
O 2.350 2.026 2.350
H 1.822 2.777 2.650
H 2.573 1.726 1.460
O 0.308 1.269 4.302
H 1.071 1.740 3.928
H 0.433 0.458 3.784
O -2.640 2.437 0.333
H -3.124 3.233 0.075
H -2.132 2.786 1.084
O -2.495 -0.094 3.500
H -2.642 -0.479 2.629
H -1.762 0.524 3.333
O 3.398 0.640 -0.687
H 2.814 -0.137 -0.898
H 4.052 0.222 -0.108
O -2.940 -1.230 0.744
H -3.037 -1.376 -0.207
H -3.839 -1.282 1.109
O -2.082 0.003 -2.851
H -1.897 0.934 -2.607
H -2.406 0.094 -3.750
```

Summary:
LUMO level: 0.211 eV
SMILES: NCCN.O.O.O.O.O.O.O.O.O.O
total energy: -25983.08835 eV
max |F|: 0.0446 hartree/bohr
2S+1: 1
Kohn-Sham gap: 10.127 eV
energy relative to the best compared isomer or geometry (same formula, charge and spin): 0.000 eV
HOMO level: -9.92 eV

8.
Here is a molecular structure, C2H2AuO4 at a distorted geometry from OMol25. Energies are from ωB97M-V with the def2-TZVPD basis set.

```
9
C2H2AuO4 ωB97M-V with the def2-TZVPD basis set
C -1.194 1.281 0.001
O -1.679 0.155 0.280
H -0.956 1.982 0.818
H -1.317 1.710 -1.008
O 2.534 -0.867 -0.848
C 1.487 -1.008 -0.214
O 0.712 -2.059 -0.285
O 0.958 -0.018 0.520
Au -0.545 -1.175 0.735
```

Summary:
LUMO level (spin up / spin down): -6.519 / -9.623 eV
total energy: -13972.20244 eV
max |F|: 0.1729 hartree/bohr
2S+1: 3
Kohn-Sham gap (spin up / spin down): 8.777 / 6.562 eV
total charge: +1
HOMO level (spin up / spin down): -15.30 / -16.19 eV

9.
Here is 2 unconnected molecules or ions with the total composition C2H2BF3O3 at a distorted geometry from OMol25. Energies are from ωB97M-V with the def2-TZVPD basis set.

```
11
C2H2BF3O3 ωB97M-V with the def2-TZVPD basis set
O 2.299 -0.323 -1.272
C 2.448 -1.577 -0.878
F 3.593 -2.071 -1.357
C 1.660 -2.315 -0.088
F 1.861 -3.506 0.483
F 0.468 -1.831 0.285
H 1.405 0.154 -0.867
O -0.071 0.656 -0.324
B -1.043 1.245 0.099
O -2.095 1.758 0.665
H -2.786 2.309 0.428
```

Summary:
LUMO level: -0.402 eV
SMILES: OC(F)=C(F)F.O=BO
total energy: -17078.20357 eV
max |F|: 0.0659 hartree/bohr
2S+1: 1
Kohn-Sham gap: 7.838 eV
energy relative to the best compared isomer or geometry (same formula, charge and spin): 0.000 eV
HOMO level: -8.24 eV

> Among the records above, which one has the lowest total energy?

C2H26CdF6NO17S2